The following is a quantum chemistry calculation of the molecule C5H8O2 at a distorted geometry, from OMol25.

The geometry in XYZ format:
```
15
Properties=species:S:1:pos:R:3:nbo_charge:R:1
C 1.227 0.028 1.254 -0.61
C 0.335 -0.136 0.014 0.13
O 1.014 -0.994 -0.907 -0.72
C -1.182 -0.607 0.201 -0.06
O -1.479 -1.716 -0.584 -0.71
C -0.128 1.104 -0.567 -0.03
C -0.826 2.003 -0.985 -0.25
H 1.574 -0.945 1.620 0.23
H 0.691 0.541 2.057 0.22
H 2.120 0.620 1.012 0.22
H 1.265 -0.484 -1.689 0.49
H -1.779 0.261 -0.155 0.21
H -1.406 -0.737 1.264 0.16
H -0.674 -1.914 -1.089 0.49
H -0.857 2.957 -1.420 0.24
```

Multiplicity ... 1
Energy above the lowest of the compared OMol25 structures with the same formula, charge and spin ... 84.2 kcal/mol
Orbital gap ... 9.89 eV
Total charge ... 0
SMILES ... C#C[C@](C)(O)CO